Record 1
{"formula": "C16H32MoN4O", "method": "wB97M-V/def2-TZVPD", "species": ["Mo", "N", "C", "C", "N", "C", "C", "N", "C", "C", "N", "H", "H", "H", "H", "H", "H", "H", "H", "H", "H", "H", "H", "H", "H", "H", "H", "H", "H", "C", "C", "C", "C", "C", "C", "C", "C", "C", "C", "H", "H", "H", "H", "H", "H", "H", "H", "H", "H", "H", "H", "H", "H", "O"], "positions_angstrom": [[-0.6188, -0.0547, -0.3256], [-2.1069, -0.3929, -2.0133], [-2.3249, -1.8173, -2.3174], [-2.6821, -2.5133, -1.0093], [-1.8214, -2.0925, 0.1395], [-0.7814, -3.1055, 0.4327], [0.2638, -3.0937, -0.6629], [0.7767, -1.6992, -0.7969], [-2.6538, -1.8186, 1.3390], [-3.3263, -0.4622, 1.2223], [-2.2687, 0.5687, 1.0243], [-3.0001, 0.0605, -1.8365], [-1.7166, 0.0876, -2.8193], [-1.4184, -2.2110, -2.7711], [-3.1426, -1.9507, -3.0269], [-2.6446, -3.5989, -1.1200], [-3.7136, -2.2639, -0.7596], [-1.2204, -4.0979, 0.5670], [-0.3064, -2.8357, 1.3808], [-0.1513, -3.4147, -1.6151], [1.0770, -3.7763, -0.4200], [1.0805, -1.5346, -1.7556], [1.6288, -1.6017, -0.2489], [-1.9923, -1.8072, 2.2097], [-3.3846, -2.6137, 1.5085], [-3.9002, -0.2636, 2.1272], [-4.0167, -0.4181, 0.3810], [-1.9043, 0.8594, 1.9283], [-2.6750, 1.4173, 0.6318], [4.7304, 1.1155, 0.1935], [3.4131, 0.6779, -0.4572], [3.4705, 0.8347, -1.9756], [2.2588, 1.4250, 0.1735], [1.9669, 2.7350, -0.1559], [0.9661, 3.4392, 0.5066], [0.2279, 2.8729, 1.5368], [-0.7962, 3.6634, 2.3071], [0.4967, 1.5397, 1.8463], [1.4732, 0.8121, 1.1669], [5.5659, 0.5520, -0.2211], [4.7153, 0.9654, 1.2731], [4.9086, 2.1750, 0.0026], [3.2841, -0.3890, -0.2259], [3.7422, 1.8522, -2.2573], [2.5122, 0.6087, -2.4510], [4.2313, 0.1755, -2.3929], [2.5165, 3.2445, -0.9364], [0.7824, 4.4701, 0.2283], [-1.8228, 3.4383, 2.0031], [-0.6565, 4.7318, 2.1564], [-0.7207, 3.4677, 3.3773], [0.0181, 1.0860, 2.7124], [1.7764, -0.1599, 1.5537], [-0.1158, 1.1108, -1.3578]], "forces_ev_per_angstrom": [[0.10, 0.31, -0.14], [0.16, -0.18, 0.01], [-0.20, 0.01, 0.24], [0.01, -0.01, 0.03], [-0.05, 0.20, -0.03], [0.05, 0.03, 0.08], [-0.03, -0.05, 0.06], [0.19, -0.12, -0.25], [0.04, 0.02, 0.06], [0.04, -0.15, 0.05], [-0.13, 0.07, -0.04], [-0.03, 0.00, -0.04], [-0.01, 0.01, -0.01], [0.01, 0.02, 0.00], [0.05, -0.09, -0.05], [-0.02, 0.00, -0.02], [-0.01, -0.02, -0.01], [0.02, -0.02, -0.06], [-0.01, -0.01, 0.00], [0.00, 0.01, 0.00], [-0.01, -0.02, -0.01], [0.06, -0.04, 0.00], [-0.01, 0.01, 0.05], [-0.01, -0.01, 0.01], [-0.03, 0.02, -0.02], [-0.04, 0.05, -0.04], [0.01, -0.02, -0.01], [-0.01, 0.01, 0.02], [-0.03, 0.03, 0.05], [0.00, 0.02, -0.03], [0.00, -0.01, 0.04], [0.00, -0.01, -0.01], [0.14, -0.16, -0.04], [-0.03, 0.11, 0.02], [0.01, 0.05, 0.08], [-0.09, 0.06, -0.07], [0.02, 0.02, 0.04], [-0.22, -0.03, 0.22], [0.18, -0.27, -0.10], [0.00, 0.00, 0.00], [0.00, 0.00, 0.00], [0.01, 0.00, 0.00], [0.01, 0.00, 0.03], [-0.01, 0.00, 0.00], [0.00, 0.00, 0.00], [0.00, 0.00, 0.00], [0.09, -0.05, 0.02], [0.01, 0.01, 0.03], [0.00, -0.02, -0.04], [0.00, 0.00, 0.00], [0.00, -0.01, 0.00], [0.03, 0.01, 0.01], [0.02, 0.03, 0.04], [-0.28, 0.22, -0.15]], "nbo_charge": [1.380, -0.770, -0.234, -0.245, -0.476, -0.236, -0.238, -0.803, -0.238, -0.237, -0.815, 0.389, 0.426, 0.205, 0.239, 0.236, 0.221, 0.236, 0.214, 0.218, 0.245, 0.427, 0.407, 0.217, 0.238, 0.246, 0.210, 0.413, 0.426, -0.595, -0.244, -0.606, 0.012, -0.140, -0.156, -0.037, -0.638, -0.242, -0.269, 0.231, 0.220, 0.221, 0.168, 0.226, 0.194, 0.234, 0.231, 0.237, 0.202, 0.251, 0.238, 0.215, 0.219, -0.472], "de_lowest_kcal_mol": 9.4, "gap_ev": 7.8, "largest_force_ev_per_a": 0.4, "energy_ha": -990.8478, "charge": 2}

---

Record 2
{"formula": "C16H32N2O2S", "method": "wB97M-V/def2-TZVPD", "species": ["C", "C", "C", "C", "C", "N", "C", "O", "C", "C", "S", "C", "C", "C", "O", "N", "C", "C", "C", "C", "C", "H", "H", "H", "H", "H", "H", "H", "H", "H", "H", "H", "H", "H", "H", "H", "H", "H", "H", "H", "H", "H", "H", "H", "H", "H", "H", "H", "H", "H", "H", "H", "H"], "positions_angstrom": [[0.3520, 5.5704, -0.7167], [1.5559, 4.6485, -0.8955], [2.5934, 4.9360, 0.1892], [1.1533, 3.1718, -0.8422], [0.3182, 2.7184, -2.0410], [-0.0626, 1.3281, -1.9108], [0.5421, 0.3512, -2.6099], [1.3758, 0.5526, -3.4742], [0.0589, -1.0646, -2.2883], [1.2314, -2.0393, -2.2455], [1.8897, -2.3436, -0.5731], [2.3472, -0.6563, -0.0226], [1.6505, -0.2552, 1.2786], [0.1389, -0.3696, 1.1652], [-0.5695, 0.5551, 0.7991], [-0.3479, -1.5793, 1.4806], [-1.7511, -1.9187, 1.4102], [-2.2426, -2.4798, 2.7434], [-3.6935, -2.9701, 2.6947], [-4.0346, -3.6959, 3.9951], [-4.6706, -1.8190, 2.4687], [-0.1556, 5.3513, 0.2204], [0.6737, 6.6094, -0.6972], [-0.3585, 5.4544, -1.5305], [2.0098, 4.8486, -1.8725], [3.4765, 4.3156, 0.0533], [2.9011, 5.9787, 0.1580], [2.1767, 4.7312, 1.1734], [0.5874, 2.9780, 0.0723], [2.0603, 2.5623, -0.8124], [-0.5946, 3.3140, -2.1208], [0.8925, 2.8128, -2.9656], [-0.5755, 1.1000, -1.0664], [-0.5138, -1.0873, -1.3618], [-0.6051, -1.3547, -3.1068], [0.9431, -3.0333, -2.5854], [2.0437, -1.6682, -2.8731], [3.4282, -0.6457, 0.1188], [2.0866, 0.0191, -0.8327], [2.0085, -0.8864, 2.0934], [1.9010, 0.7850, 1.4961], [0.2963, -2.3267, 1.6901], [-2.2800, -0.9992, 1.1532], [-1.9102, -2.6578, 0.6157], [-2.1444, -1.7113, 3.5130], [-1.5979, -3.3175, 3.0231], [-3.7906, -3.6802, 1.8653], [-3.9425, -3.0185, 4.8413], [-5.0550, -4.0702, 3.9662], [-3.3662, -4.5388, 4.1552], [-4.5099, -1.3482, 1.5029], [-4.5537, -1.0658, 3.2447], [-5.6943, -2.1848, 2.4992]], "forces_ev_per_angstrom": [[0.21, -0.10, -0.21], [-0.03, -0.11, 0.27], [-0.09, -0.01, -0.30], [-0.03, 0.21, -0.35], [0.15, 0.10, 0.03], [-0.20, 0.23, 0.12], [-0.54, -0.25, 0.15], [0.32, 0.00, -0.22], [0.24, 0.08, -0.17], [0.19, 0.01, 0.34], [0.36, -0.03, -0.18], [-0.06, -0.48, -0.17], [-0.11, 0.10, -0.14], [0.54, -0.31, 0.32], [-0.28, 0.43, -0.10], [-0.22, -0.17, 0.35], [-0.16, 0.05, 0.17], [-0.21, -0.10, -0.38], [0.09, 0.09, 0.26], [0.04, 0.00, -0.31], [0.14, -0.25, -0.13], [-0.09, -0.02, 0.14], [-0.03, 0.13, 0.01], [-0.15, 0.04, -0.05], [0.01, -0.01, 0.00], [0.12, -0.06, 0.04], [0.06, 0.12, 0.06], [-0.04, -0.02, 0.15], [0.04, -0.03, 0.11], [0.01, -0.10, 0.04], [0.09, 0.03, -0.06], [-0.11, 0.07, 0.08], [0.09, -0.22, -0.13], [-0.07, -0.03, -0.02], [-0.03, 0.09, 0.01], [0.02, 0.02, -0.04], [-0.16, -0.10, -0.07], [-0.07, 0.15, -0.05], [0.13, 0.13, 0.07], [0.02, 0.04, 0.04], [-0.06, -0.06, 0.09], [0.00, 0.19, -0.10], [0.03, -0.15, -0.06], [-0.05, 0.08, -0.01], [0.05, 0.02, 0.08], [0.05, -0.02, 0.08], [0.01, 0.00, 0.00], [0.00, 0.08, 0.14], [-0.12, -0.05, 0.06], [0.06, -0.10, 0.08], [-0.04, 0.13, -0.10], [0.00, 0.13, 0.11], [-0.13, 0.02, -0.01]], "nbo_charge": [-0.606, -0.214, -0.597, -0.403, -0.225, -0.621, 0.671, -0.655, -0.511, -0.514, 0.144, -0.516, -0.505, 0.699, -0.685, -0.596, -0.232, -0.393, -0.213, -0.598, -0.607, 0.202, 0.208, 0.206, 0.193, 0.205, 0.206, 0.200, 0.209, 0.199, 0.191, 0.228, 0.432, 0.216, 0.239, 0.228, 0.246, 0.229, 0.233, 0.213, 0.241, 0.405, 0.232, 0.189, 0.204, 0.195, 0.191, 0.202, 0.208, 0.206, 0.208, 0.203, 0.210], "de_lowest_kcal_mol": 4.8, "gap_ev": 9.1, "smiles": "CC(C)CCNC(=O)CCSCCC(=O)NCCC(C)C", "largest_force_ev_per_a": 0.7, "energy_ha": -1287.0947}

---

Record 3
{"formula": "C16H32NO2P2PbSi", "method": "wB97M-V/def2-TZVPD", "species": ["Pb", "P", "C", "C", "N", "C", "C", "C", "C", "C", "P", "H", "H", "H", "H", "H", "H", "H", "H", "O", "H", "H", "O", "H", "C", "H", "H", "H", "C", "H", "H", "H", "C", "H", "H", "H", "C", "H", "H", "H", "C", "Si", "C", "C", "C", "C", "H", "H", "H", "H", "H", "H", "H", "H", "H"], "positions_angstrom": [[-0.5362, 1.0605, 1.3964], [-2.5781, -0.1164, -1.4195], [-1.7356, -1.6489, -1.4451], [-0.2989, -1.8509, -1.7022], [0.5976, -1.0211, -1.0766], [1.8847, -1.0793, -1.4183], [2.3425, -1.8916, -2.4932], [1.4407, -2.7412, -3.1270], [0.1431, -2.7736, -2.6861], [2.9485, -0.2243, -0.7188], [2.5616, 0.2152, 1.0004], [-0.6065, -3.4502, -3.0472], [3.4017, -1.8472, -2.8121], [1.7746, -3.4207, -3.8972], [3.8801, -0.8004, -0.7479], [3.0505, 0.6935, -1.3001], [-2.0362, -3.3071, 3.2655], [-2.3827, -2.5048, -1.7861], [2.1425, -2.7444, 4.3336], [-2.4363, -3.2568, 2.3723], [-1.6660, -3.5224, 1.7901], [0.4458, -0.1154, 2.0539], [2.0892, -2.0794, 5.0284], [1.1967, -1.7178, 4.8045], [3.5258, -1.1144, 1.8327], [4.5885, -1.0345, 1.5525], [3.4120, -1.0303, 2.9196], [3.1341, -2.0789, 1.4937], [3.8491, 1.5397, 1.2364], [3.6440, 2.0559, 2.1897], [4.8697, 1.1045, 1.2926], [3.8087, 2.2780, 0.4160], [-2.6823, 0.5658, -3.0366], [-3.4717, 0.0824, -3.6130], [-2.8943, 1.6407, -3.0040], [-1.7370, 0.4338, -3.5800], [-4.1719, -0.3369, -0.6025], [-4.4495, 0.6103, -0.1508], [-4.8892, -0.6494, -1.3509], [-4.0514, -1.0939, 0.1584], [-3.5190, 4.6636, -0.0149], [-1.9078, 4.0980, 0.6744], [-0.4812, 5.0741, -0.0078], [-1.9290, 4.2832, 2.5453], [-1.7491, 2.3263, 0.1030], [-1.8119, 1.1438, -0.4153], [-3.7235, 5.6806, 0.3406], [-4.3265, 3.9938, 0.2975], [-3.4709, 4.6546, -1.1084], [-0.7253, 6.1420, 0.0632], [0.4601, 4.8932, 0.5267], [-0.3327, 4.8171, -1.0634], [-2.5625, 3.5380, 3.0477], [-0.9316, 4.2525, 3.0082], [-2.3593, 5.2738, 2.7612]], "forces_ev_per_angstrom": [[1.64, -0.08, 2.59], [-0.49, -0.75, 0.37], [1.32, -1.46, -0.86], [-0.09, 0.86, 0.02], [-0.03, 0.26, 0.11], [0.22, -0.17, -0.52], [-0.08, 0.00, -0.04], [0.96, 0.01, 0.29], [-1.38, 0.51, 1.12], [-1.44, -0.59, -0.88], [2.40, 0.20, 0.26], [0.00, -0.35, -0.48], [-0.79, -0.08, 0.30], [0.00, 0.03, -0.14], [0.00, 0.40, 0.10], [0.21, 0.03, -0.03], [-0.58, -0.11, -0.50], [0.40, 1.00, 0.44], [0.51, -0.48, 0.22], [2.05, 0.01, -0.50], [-1.42, 0.18, 0.93], [0.98, -1.18, 0.16], [-1.45, 0.62, -1.11], [0.92, -0.17, 0.87], [-0.80, -0.40, 0.34], [-0.50, 0.09, 0.04], [0.14, -0.15, -0.13], [0.12, -0.02, 0.23], [-0.47, 0.70, 0.25], [0.24, -0.10, -0.37], [-0.76, 0.11, -0.13], [-0.01, -0.26, 0.42], [0.21, 0.77, -0.94], [-0.08, -0.16, 0.07], [-0.10, -0.14, 0.06], [-0.13, -0.05, 0.22], [0.61, 0.33, -0.30], [-0.32, 0.05, -0.04], [-0.31, -0.08, -0.09], [-0.07, -0.29, 0.29], [-0.28, -0.76, -0.52], [0.04, 3.19, 1.21], [0.26, -0.70, -0.36], [0.14, -0.91, 0.09], [-0.73, -2.89, -2.46], [-0.70, 2.44, -0.31], [0.10, -0.18, -0.04], [-0.10, 0.27, -0.01], [-0.18, 0.20, 0.08], [-0.01, -0.22, 0.02], [-0.18, 0.11, -0.09], [0.09, 0.29, 0.08], [0.04, 0.26, 0.01], [-0.23, 0.04, -0.15], [0.10, -0.24, -0.20]], "lowdin_charge": [1.447, 0.845, -0.094, -0.305, 0.095, -0.294, 0.046, 0.004, 0.024, -0.292, 0.843, 0.128, 0.151, 0.139, 0.111, 0.107, 0.051, 0.134, 0.027, -0.093, 0.052, -0.121, -0.052, 0.040, -0.239, 0.073, 0.044, 0.057, -0.235, 0.057, 0.076, 0.057, -0.136, 0.096, 0.087, 0.093, -0.108, 0.074, 0.090, 0.077, -0.138, 0.413, -0.147, -0.162, -0.279, -0.366, 0.077, 0.053, 0.055, 0.073, 0.048, 0.050, 0.046, 0.047, 0.073], "de_lowest_kcal_mol": 173.9, "gap_ev": [4.7, 6.9], "largest_force_ev_per_a": 3.9, "energy_ha": -1997.9014, "charge": 3}

---

Record 4
{"formula": "C16H32NO2PPdSi", "method": "wB97M-V/def2-TZVPD", "species": ["Pd", "Si", "P", "N", "H", "C", "H", "H", "H", "C", "H", "H", "H", "C", "H", "H", "H", "C", "H", "H", "H", "H", "H", "C", "C", "C", "C", "C", "C", "H", "H", "H", "H", "H", "C", "O", "C", "H", "H", "H", "C", "H", "H", "H", "C", "C", "C", "O", "H", "H", "H", "H", "H", "H"], "positions_angstrom": [[0.6640, 1.0288, 1.0900], [0.2012, 3.3700, 1.7720], [-2.8890, -2.5098, -0.4589], [0.8216, 2.8376, 0.2741], [-1.9832, -3.1654, 0.4539], [-3.9620, -3.7068, -1.2475], [-4.9945, -3.3347, -1.2623], [-3.9203, -4.6455, -0.6800], [-3.6192, -3.8918, -2.2737], [-3.8197, -1.3063, 0.5039], [-4.5604, -0.8209, -0.1459], [-3.1260, -0.5598, 0.9126], [-4.3323, -1.8145, 1.3312], [-1.9160, -1.6293, -1.6902], [-1.5313, -2.3455, -2.4268], [-1.0799, -1.1160, -1.1981], [-2.5560, -0.8917, -2.1928], [-0.5668, 2.1118, 2.9341], [-0.3735, 1.0263, 2.7822], [-1.6475, 2.2771, 2.8772], [-0.1857, 2.3771, 3.9278], [1.2225, 4.1282, 2.5497], [-0.9287, 4.2967, 1.4723], [0.9122, 3.2657, -1.0093], [1.4610, 2.8660, -3.3448], [1.3428, 2.3931, -2.0408], [0.5859, 4.6177, -1.3260], [0.6853, 5.0601, -2.6392], [1.1247, 4.1912, -3.6507], [1.8189, 2.1904, -4.1219], [1.5774, 1.3595, -1.7763], [0.2532, 5.2756, -0.5168], [0.4232, 6.0915, -2.8794], [1.2062, 4.5496, -4.6790], [-0.5456, -2.2800, 1.3847], [-0.6177, -1.0266, 1.1850], [0.4510, -3.1389, 0.6606], [-0.0067, -4.0736, 0.3061], [1.2590, -3.4204, 1.3517], [0.8844, -2.5910, -0.1810], [-1.1141, -2.8658, 2.6505], [-1.3030, -3.9399, 2.5459], [-2.0395, -2.3531, 2.9302], [-0.3901, -2.7349, 3.4667], [3.7721, 0.4385, 1.0806], [3.0945, -0.4580, 0.1159], [3.9513, -1.4921, -0.5426], [1.8676, -0.3750, -0.1588], [4.6331, 0.9075, 0.5867], [4.1587, -0.1648, 1.9143], [3.0937, 1.2174, 1.4685], [4.3591, -2.1665, 0.2213], [3.3809, -2.0613, -1.2817], [4.8032, -0.9974, -1.0252]], "forces_ev_per_angstrom": [[0.49, -2.93, -1.43], [-0.32, 1.83, 0.41], [0.73, 0.08, 0.30], [0.21, -0.07, -0.54], [0.27, 0.66, 0.01], [-0.64, -0.13, -0.31], [0.12, -0.21, -0.13], [-0.10, 0.27, -0.21], [-0.13, 0.00, 0.25], [-0.25, -0.04, 0.06], [0.13, -0.09, 0.17], [0.01, -0.30, -0.13], [0.11, 0.16, -0.22], [0.00, -0.01, -0.15], [-0.06, 0.19, 0.17], [-0.15, -0.15, 0.08], [0.14, -0.17, 0.05], [-0.12, -0.24, 0.14], [-0.41, 0.17, 0.55], [0.19, -0.21, 0.11], [-0.14, -0.17, -0.16], [-0.02, -0.13, -0.21], [0.03, 0.11, 0.07], [-0.03, 0.45, 0.03], [-0.13, 0.04, 0.31], [0.04, 0.10, -0.10], [0.10, -0.24, -0.28], [-0.01, -0.07, 0.18], [0.01, -0.05, 0.10], [-0.13, 0.21, 0.15], [0.01, 0.19, 0.02], [0.13, -0.19, -0.38], [0.09, -0.29, 0.03], [-0.02, -0.09, 0.33], [-0.23, -1.78, 0.06], [-0.37, 2.23, 0.07], [0.14, 0.17, 0.03], [0.10, -0.10, -0.01], [0.15, -0.07, -0.18], [0.00, -0.06, 0.17], [0.18, 0.14, -0.09], [-0.01, 0.02, 0.10], [0.03, -0.03, 0.08], [-0.06, -0.04, 0.24], [0.05, -0.16, -0.08], [3.41, -0.20, 0.40], [-0.26, 0.37, 0.30], [-4.59, 1.01, -0.69], [0.18, 0.29, 0.28], [0.21, 0.25, 0.35], [0.33, -0.21, -0.08], [0.19, -0.33, -0.14], [0.12, 0.02, 0.09], [0.22, -0.22, -0.20]], "lowdin_spin": [0.953, 0.043, 0.095, 0.435, 0.039, 0.034, 0.007, 0.004, 0.002, 0.005, 0.002, 0.000, 0.001, 0.006, 0.001, 0.000, 0.002, 0.041, 0.007, 0.002, 0.006, 0.007, 0.005, 0.028, -0.012, 0.107, 0.103, -0.010, 0.122, -0.003, 0.005, 0.005, -0.003, 0.007, 0.366, 0.259, 0.056, 0.013, 0.022, 0.000, 0.061, 0.004, 0.005, 0.026, 0.083, 0.464, 0.085, 0.409, 0.024, 0.030, -0.003, 0.027, 0.000, 0.025], "spin_multiplicity": 5, "gap_ev": [3.4, 6.2], "s2": 6.05, "largest_force_ev_per_a": 4.7, "energy_ha": -1592.5508}